# 1
Below is C14H14N2O3S2 in the gas phase, with properties calculated with ωB97M-V/def2-TZVPD.

For the LUMO energy, the calculation gives 0.1 eV. The value obtained for the HOMO energy is -9.23 eV. The energy above the lowest of the compared OMol25 structures with the same formula, charge and spin comes out at 0.0 kJ/mol. The calculated total energy is -1673.51339 a.u. As for the structure (SMILES): NC(=O)c1cc(S(=O)(=O)N2CCc3ccccc3C2)cs1.

Structure (XYZ):
```
35
Properties=species:S:1:pos:R:3:forces:R:3
N -5.173 -2.315 -0.129 -0.31 -0.20 0.12
C -4.062 -1.802 -0.705 0.03 -0.05 -0.06
O -3.522 -2.309 -1.664 0.10 -0.03 -0.15
C -3.534 -0.568 -0.084 0.32 0.62 0.26
C -2.471 0.155 -0.551 -0.40 -0.47 -0.10
C -2.186 1.277 0.248 0.40 0.40 0.14
S -0.870 2.426 -0.111 -0.36 -0.33 0.17
O -0.683 3.247 1.053 0.02 -0.23 0.03
O -1.145 3.062 -1.362 0.14 -0.20 -0.20
N 0.389 1.357 -0.327 -0.77 0.48 0.01
C 1.390 1.702 -1.312 0.24 0.18 -0.66
C 2.076 0.414 -1.753 -0.17 0.18 0.10
C 2.598 -0.335 -0.559 0.01 -0.04 0.03
C 3.628 -1.258 -0.701 -0.01 -0.02 0.07
C 4.108 -1.962 0.388 0.05 -0.03 -0.07
C 3.559 -1.746 1.641 -0.03 0.00 0.10
C 2.534 -0.831 1.793 -0.01 0.03 -0.05
C 2.046 -0.124 0.701 0.00 -0.07 -0.15
C 0.946 0.882 0.917 0.05 -0.02 0.75
C -3.023 1.408 1.311 -0.20 -0.12 0.10
S -4.187 0.156 1.357 0.46 0.15 -0.37
H -5.625 -1.883 0.657 -0.05 -0.07 -0.06
H -5.570 -3.151 -0.525 0.03 0.04 0.03
H -1.918 -0.111 -1.432 0.07 -0.15 -0.19
H 0.871 2.189 -2.138 0.21 -0.02 -0.02
H 2.128 2.402 -0.894 -0.05 -0.03 -0.05
H 2.890 0.641 -2.444 -0.02 0.00 0.00
H 1.352 -0.215 -2.278 0.01 0.07 -0.08
H 4.055 -1.422 -1.680 0.05 -0.01 -0.11
H 4.909 -2.674 0.261 0.07 -0.06 -0.01
H 3.929 -2.290 2.498 0.03 -0.05 0.08
H 2.103 -0.657 2.768 -0.05 0.01 0.13
H 0.130 0.432 1.491 0.14 -0.03 0.09
H 1.335 1.728 1.509 -0.06 -0.15 -0.05
H -3.006 2.175 2.058 0.04 0.18 0.19
```
Forces are in eV/Å.

Löwdin atomic charge list, values in e, 2 entries: 0.15 -0.57

# 2
Below is C14H14N2O4S in the gas phase, with properties calculated with ωB97M-V/def2-TZVPD.

For the LUMO energy, the calculation gives 0.2 eV. The value obtained for the HOMO energy is -8.42 eV. The energy above the lowest of the compared OMol25 structures with the same formula, charge and spin comes out at 163.0 kJ/mol. The calculated total energy is -1350.51421 a.u. As for the structure (SMILES): COc1ccccc1OCC(=O)NNC(=O)c1cccs1.

Structure (XYZ):
```
35
Properties=species:S:1:pos:R:3:forces:R:3
C 1.955 1.388 -2.430 0.17 0.40 -0.19
O 1.406 0.112 -2.169 -0.14 -0.27 0.24
C 1.751 -0.596 -1.063 0.09 -0.05 0.05
C 1.269 -1.908 -1.045 0.10 0.16 0.01
C 1.522 -2.759 0.007 0.03 0.02 -0.07
C 2.289 -2.325 1.077 -0.02 -0.01 0.10
C 2.770 -1.032 1.081 0.06 0.14 -0.11
C 2.505 -0.153 0.033 0.04 -0.02 -0.11
O 3.001 1.147 0.097 0.06 -0.41 -0.18
C 2.449 1.962 1.115 -0.13 0.18 0.09
C 0.956 2.176 0.871 0.05 -0.25 0.23
O 0.476 3.171 0.364 -0.11 0.28 -0.21
N 0.196 1.128 1.258 -0.43 -0.57 0.22
N -1.149 1.069 0.902 0.35 0.56 -0.09
C -1.732 -0.159 0.827 0.50 0.08 0.27
O -1.140 -1.156 1.207 -0.05 -0.03 -0.02
C -3.103 -0.174 0.325 -0.74 0.06 -0.32
C -3.887 -1.291 0.200 0.49 0.31 0.14
C -5.163 -1.010 -0.319 -0.18 0.16 -0.09
C -5.338 0.313 -0.584 0.23 0.21 0.04
S -3.950 1.244 -0.208 -0.09 -0.58 0.08
H 3.041 1.389 -2.316 -0.08 0.01 -0.05
H 1.522 2.159 -1.789 0.04 -0.06 -0.05
H 1.694 1.601 -3.467 0.03 0.00 0.07
H 0.676 -2.225 -1.888 -0.07 -0.03 -0.11
H 1.123 -3.760 -0.005 -0.06 -0.10 -0.01
H 2.506 -2.985 1.902 0.02 -0.06 0.09
H 3.370 -0.676 1.907 0.08 0.05 0.06
H 2.967 2.919 1.033 -0.19 -0.09 0.11
H 2.610 1.532 2.112 0.04 0.03 -0.10
H 0.553 0.210 1.514 0.01 0.22 -0.07
H -1.483 1.910 0.446 0.11 -0.13 0.04
H -3.538 -2.269 0.477 0.11 -0.16 0.07
H -5.919 -1.755 -0.489 -0.15 -0.10 -0.04
H -6.205 0.803 -0.981 -0.19 0.06 -0.08
```
Forces are in eV/Å.

Löwdin atomic charge list, values in e, 2 entries: -0.06 -0.06

# 3
Below is C14H14N4O2S in the gas phase in a non-equilibrium geometry, with properties calculated with ωB97M-V/def2-TZVPD.

For the LUMO energy, the calculation gives -0.8 eV. The value obtained for the HOMO energy is -8.84 eV. The energy above the lowest of the compared OMol25 structures with the same formula, charge and spin comes out at 71.3 kJ/mol. The calculated total energy is -1309.54454 a.u. As for the structure (SMILES): C[C@@H]1CNS(=O)(=O)N(c2ccc3c(C#N)nccc3c2)C1.

Structure (XYZ):
```
35
Properties=species:S:1:pos:R:3:forces:R:3
C 0.456 0.347 3.894 0.82 0.46 -0.30
C -0.423 1.348 3.125 -0.77 0.17 0.17
C -1.887 1.291 3.684 0.78 0.31 0.22
N -2.363 -0.077 3.486 -0.21 -0.78 -0.52
S -2.534 -0.505 1.865 -2.23 0.22 0.41
O -3.397 0.502 1.251 1.45 -0.70 0.03
O -3.082 -1.863 1.841 1.91 1.72 -0.11
N -0.897 -0.314 1.311 -1.93 -0.18 2.36
C -0.659 -0.984 0.123 0.84 1.27 -2.73
C -0.675 -2.373 0.075 0.75 -1.96 -2.03
C -0.400 -3.071 -1.140 -0.48 0.81 2.06
C -0.100 -2.327 -2.310 -0.30 -0.52 0.37
C 0.129 -2.916 -3.575 1.19 2.08 -0.92
C 0.077 -4.335 -3.733 0.10 -2.20 -0.67
N 0.072 -5.487 -3.897 -0.08 1.80 0.41
N 0.526 -2.183 -4.639 -0.63 -1.49 0.30
C 0.575 -0.854 -4.545 -0.36 1.56 0.96
C 0.270 -0.179 -3.368 0.51 -0.06 -1.71
C -0.030 -0.912 -2.232 -0.40 -0.23 0.27
C -0.346 -0.261 -1.047 -0.44 -0.55 2.31
C -0.368 1.048 1.612 0.21 -0.24 -0.66
H 0.145 -0.685 3.705 0.05 0.29 0.11
H 1.510 0.466 3.551 -0.62 -0.18 0.24
H 0.451 0.544 4.975 -0.13 -0.07 -0.27
H -0.055 2.392 3.242 -0.15 -0.65 0.02
H -1.862 1.513 4.771 0.03 -0.35 -0.55
H -2.569 2.025 3.243 0.23 0.00 -0.26
H -3.279 -0.284 3.908 0.56 0.14 -0.23
H -0.822 -2.924 0.985 -0.20 -0.18 0.14
H -0.387 -4.179 -1.112 -0.05 0.90 -0.25
H 0.816 -0.190 -5.402 0.00 -1.17 0.22
H 0.268 0.912 -3.370 0.03 -0.30 0.16
H -0.336 0.817 -0.994 0.04 0.11 -0.17
H 0.715 1.010 1.310 -1.06 0.16 0.07
H -0.936 1.783 0.993 0.54 -0.20 0.56
```
Forces are in eV/Å.

Löwdin atomic charge list, values in e, 2 entries: -0.07 -0.33

# 4
Below is C14H14N4O5S in the gas phase in a non-equilibrium geometry, with properties calculated with ωB97M-V/def2-TZVPD.

For the LUMO energy, the calculation gives -1.0 eV. The value obtained for the HOMO energy is -8.58 eV. The energy above the lowest of the compared OMol25 structures with the same formula, charge and spin comes out at 420.1 kJ/mol. The calculated total energy is -1535.09895 a.u. As for the structure (SMILES): O=[N+]([O-])c1c(NCCCO)cc(SCc2ccco2)c2nonc12.

Structure (XYZ):
```
38
Properties=species:S:1:pos:R:3:forces:R:3
O -1.124 -3.593 -2.810 0.03 -0.01 -0.01
N -1.446 -3.183 -1.715 -0.23 -0.23 -0.21
O -2.453 -3.612 -1.124 -0.39 -0.34 0.11
C -0.678 -2.190 -1.105 0.20 0.52 0.47
C -0.996 -1.582 0.137 -0.38 -0.95 -0.44
N -2.000 -2.057 0.874 0.10 -0.43 -0.20
C -2.742 -1.403 1.920 -0.22 0.07 0.41
C -4.241 -1.540 1.636 0.27 0.39 -0.36
C -4.679 -0.720 0.416 -0.33 -0.06 0.41
O -3.984 -1.031 -0.763 0.06 -0.16 -0.44
C -0.201 -0.498 0.613 0.64 0.66 -0.10
C 0.881 0.021 -0.046 -0.28 0.24 0.71
S 1.733 1.353 0.690 0.16 0.14 -0.03
C 3.100 1.742 -0.491 -0.17 -0.28 0.28
C 3.884 2.882 0.032 -0.58 0.66 -0.35
C 3.734 4.230 -0.125 0.00 -0.71 -0.01
C 4.776 4.832 0.619 0.37 -0.29 0.31
C 5.475 3.806 1.176 0.02 0.90 -0.01
O 4.943 2.625 0.830 -0.01 -0.54 0.04
C 1.232 -0.585 -1.282 -0.26 -1.15 -1.23
N 2.197 -0.352 -2.142 0.07 0.46 0.54
O 2.043 -1.236 -3.126 0.43 0.43 0.06
N 1.000 -2.047 -2.936 -0.86 -0.73 0.06
C 0.451 -1.688 -1.797 0.92 0.58 -0.33
H -2.477 -2.850 0.432 0.31 0.35 0.07
H -2.507 -1.874 2.883 0.00 0.18 -0.04
H -2.478 -0.346 1.974 0.00 -0.04 0.04
H -4.478 -2.595 1.472 -0.07 -0.07 0.08
H -4.806 -1.197 2.504 -0.04 -0.07 0.06
H -4.481 0.341 0.592 -0.09 -0.05 0.07
H -5.762 -0.847 0.274 0.09 0.11 0.05
H -4.112 -1.964 -0.984 0.06 0.13 -0.03
H -0.456 -0.066 1.567 -0.07 0.00 0.12
H 2.642 1.980 -1.447 0.21 0.02 0.04
H 3.716 0.850 -0.576 0.02 0.14 -0.14
H 2.981 4.728 -0.702 -0.20 0.04 -0.15
H 4.973 5.879 0.721 0.11 0.20 0.07
H 6.339 3.788 1.810 0.11 -0.11 0.08
```
Forces are in eV/Å.

Löwdin atomic charge list, values in e, 2 entries: 0.10 -0.33

Going through the records in order, we get gap between HOMO and LUMO values of 0.34154 0.31742 0.29511 0.27855 hartree.